No. 1
Density functional theory data (ωB97M-V/def2-TZVPD) for an isolated ion of composition C21H26N3O2 and charge +1.

Positions of all 52 atoms, in Å:
1 C -1.4200 -3.5796 -1.6824
2 N -0.3419 -2.7392 -1.1663
3 C 0.8850 -2.9769 -1.9251
4 C -0.7275 -1.3345 -1.0165
5 C -0.6506 -0.6801 0.3354
6 C -0.7076 0.7992 0.0202
7 C 0.4549 1.4409 -0.6074
8 C 1.5377 1.8917 0.1750
9 C 2.6792 2.3924 -0.4371
10 C 2.7443 2.4840 -1.8322
11 C 1.6451 2.1123 -2.6140
12 C 0.4987 1.6060 -2.0102
13 N -1.8459 1.4515 0.0771
14 C -3.0612 0.9793 0.7760
15 C -4.1099 2.0639 0.5166
16 C -3.4273 3.2104 -0.2476
17 C -1.9960 2.7696 -0.5527
18 C 0.5672 -1.0053 1.1887
19 C 1.8403 -1.2398 0.6545
20 C 2.9009 -1.5593 1.4921
21 C 2.7206 -1.5420 2.8853
22 N 3.8269 -1.7485 3.7506
23 O 3.6379 -1.6868 4.9895
24 O 4.9489 -1.9847 3.2463
25 C 1.4594 -1.2466 3.4368
26 C 0.3947 -0.9944 2.5821
27 H -1.0390 -4.5994 -1.7746
28 H -2.2801 -3.5578 -1.0033
29 H -1.7502 -3.2519 -2.6822
30 H 0.8865 -4.0262 -2.2329
31 H 0.9457 -2.3469 -2.8276
32 H 1.7677 -2.7901 -1.3102
33 H -0.1630 -0.7485 -1.7671
34 H -1.7900 -1.2746 -1.3239
35 H -1.5365 -0.9794 0.9159
36 H 1.4688 1.8164 1.2657
37 H 3.5223 2.7096 0.1805
38 H 3.6458 2.8663 -2.3124
39 H 1.6692 2.2147 -3.6997
40 H -0.3682 1.3227 -2.6190
41 H -3.3899 0.0088 0.3810
42 H -2.8592 0.8546 1.8511
43 H -4.9247 1.6396 -0.0781
44 H -4.5308 2.4129 1.4624
45 H -3.9449 3.4258 -1.1878
46 H -3.3879 4.1297 0.3430
47 H -1.2401 3.4700 -0.1651
48 H -1.8323 2.7008 -1.6392
49 H 2.0379 -1.1360 -0.4169
50 H 3.8889 -1.7800 1.0962
51 H 1.3431 -1.2023 4.5134
52 H -0.5926 -0.7623 2.9959

Summary:
- charge = +1
- SMILES string = CN(C)C[C@H](C(c1ccccc1)=[N+]1CCCC1)c1ccc([N+](=O)[O-])cc1
- energy relative to the best compared isomer or geometry (same formula, charge and spin) (kJ/mol) = 369.16



No. 2
Density functional theory data (ωB97M-V/def2-TZVPD) for the molecule C21H26N4O4.

Positions of all 55 atoms, in Å:
1 C -2.8488 5.6072 -5.6847
2 C -3.3295 6.0406 -4.2980
3 C -2.5177 5.3691 -3.2282
4 C -1.3570 5.9585 -2.7411
5 C -0.5857 5.3243 -1.7881
6 C -0.9628 4.0750 -1.3018
7 N -0.1542 3.4699 -0.3380
8 C -0.2889 2.2894 0.2872
9 O -1.1665 1.4536 0.1539
10 C 0.8699 2.0666 1.2661
11 O 1.7676 2.8839 1.3962
12 N 0.7427 0.9121 1.9244
13 C 1.7156 0.4111 2.8596
14 C 2.8548 -0.3849 2.1789
15 N 2.5382 -1.6873 1.6536
16 C 2.1339 -2.6814 2.6227
17 C 2.2706 -4.0716 1.9871
18 N 1.4595 -4.1417 0.7967
19 C 0.3207 -4.8503 0.5996
20 O -0.3920 -4.6568 -0.3755
21 C -0.0722 -5.9094 1.5500
22 C -1.2996 -6.5237 1.5813
23 C -1.2296 -7.5107 2.5864
24 C 0.0330 -7.4384 3.0903
25 O 0.7392 -6.4772 2.4768
26 C 1.8055 -3.1075 -0.1581
27 C 1.6721 -1.7297 0.4935
28 C -2.1212 3.4735 -1.7834
29 C -2.8824 4.1219 -2.7368
30 H -3.4397 6.0890 -6.4603
31 H -1.8045 5.8775 -5.8246
32 H -2.9403 4.5293 -5.7964
33 H -3.2379 7.1249 -4.2078
34 H -4.3825 5.7757 -4.1842
35 H -1.0554 6.9282 -3.1106
36 H 0.3134 5.7934 -1.4141
37 H 0.6761 3.9832 -0.0449
38 H -0.0570 0.3504 1.6555
39 H 2.1642 1.2780 3.3524
40 H 1.2098 -0.2054 3.6046
41 H 3.2474 0.2215 1.3587
42 H 3.6522 -0.5159 2.9163
43 H 2.7875 -2.6159 3.4950
44 H 1.0875 -2.5488 2.9532
45 H 1.9848 -4.8374 2.7020
46 H 3.3168 -4.2242 1.6998
47 H -2.1322 -6.2821 0.9542
48 H -2.0066 -8.1821 2.8883
49 H 0.5339 -7.9953 3.8578
50 H 1.1323 -3.1966 -1.0112
51 H 2.8405 -3.2612 -0.4783
52 H 1.9801 -0.9571 -0.2128
53 H 0.6109 -1.5711 0.7498
54 H -2.4155 2.5073 -1.4088
55 H -3.7813 3.6484 -3.1042

Summary:
- SMILES string = CCc1ccc(NC(=O)C(=O)NCCN2CCN(C(=O)c3ccco3)CC2)cc1
- energy relative to the best compared isomer or geometry (same formula, charge and spin) (kJ/mol) = 201.65



No. 3
Density functional theory data (ωB97M-V/def2-TZVPD) for the molecule C21H26N4O5S.

Positions of all 57 atoms, in Å:
1 C 0.1823 1.0294 4.0670
2 C 0.0261 0.1244 3.1192
3 C 1.1496 -0.6982 2.5520
4 N 1.1540 -0.7569 1.0999
5 C 1.5336 0.2662 0.3162
6 O 1.5666 0.1912 -0.9052
7 C 1.9578 1.5736 0.9853
8 N 1.6745 2.6635 0.0730
9 S -0.0042 2.8784 -0.0337
10 O -0.3686 3.9328 0.8586
11 O -0.6583 1.6072 0.1945
12 C -0.2482 3.3722 -1.7298
13 C -0.7173 4.6398 -2.0109
14 C -0.9149 5.0032 -3.3334
15 C -0.6432 4.0965 -4.3464
16 C -0.1720 2.8269 -4.0480
17 C 0.0289 2.4570 -2.7282
18 C 0.7109 -1.9916 0.4538
19 C -0.8025 -2.2347 0.6207
20 O -1.2766 -3.3378 0.8047
21 N -1.5363 -1.1185 0.4944
22 C -2.9817 -1.1644 0.5207
23 C -3.6018 -1.5063 -0.8472
24 O -3.7599 -0.4132 -1.7162
25 C -2.5592 0.1200 -2.2243
26 C 1.5919 -3.1401 0.8852
27 C 2.8268 -3.3033 0.2633
28 C 3.6642 -4.3184 0.6938
29 N 3.3527 -5.1517 1.6719
30 C 2.1789 -5.0023 2.2576
31 C 1.2654 -4.0150 1.9144
32 H -0.6503 1.5811 4.4656
33 H 1.1491 1.2518 4.4907
34 H -0.9507 -0.0848 2.7109
35 H 2.1145 -0.3229 2.9089
36 H 1.0429 -1.7274 2.9082
37 H 1.3989 1.7684 1.8981
38 H 3.0312 1.5540 1.1956
39 H 2.0247 2.4196 -0.8483
40 H -0.9189 5.3114 -1.1919
41 H -1.2814 5.9897 -3.5725
42 H -0.8003 4.3809 -5.3761
43 H 0.0381 2.1258 -4.8409
44 H 0.3940 1.4751 -2.4667
45 H 0.8704 -1.8233 -0.6213
46 H -1.1014 -0.2229 0.3068
47 H -3.2740 -1.9473 1.2262
48 H -3.3559 -0.1969 0.8581
49 H -2.9978 -2.2950 -1.3194
50 H -4.6150 -1.8836 -0.6910
51 H -2.0134 0.6937 -1.4694
52 H -2.8415 0.7865 -3.0388
53 H -1.9107 -0.6739 -2.6142
54 H 3.1245 -2.6469 -0.5406
55 H 4.6318 -4.4758 0.2353
56 H 1.9589 -5.7071 3.0486
57 H 0.3127 -3.9602 2.4150

Summary:
- SMILES string = C=CCN(C(=O)CNS(=O)(=O)c1ccccc1)[C@H](C(=O)NCCOC)c1ccncc1
- energy relative to the best compared isomer or geometry (same formula, charge and spin) (kJ/mol) = 320.71



Across the entries above, DFT total energy takes the values -30754.3863; -36350.3005; -49231.3817 eV, respectively.